Entry from OMol25: a structure of composition H2INO3P (ωB97M-V with the def2-TZVPD basis set).

```
8
Properties=species:S:1:pos:R:3
N -0.744 -0.883 0.184
O 0.014 1.046 -1.478
O 1.428 0.341 0.602
O -0.800 1.766 0.828
P -0.131 0.729 0.004
I 2.775 -0.849 -0.163
H -0.912 -1.249 -0.711
H -1.630 -0.902 0.734
```

For the lowest unoccupied orbital energy (alpha / beta), the calculation gives 3.154 / 0.951 eV. The expectation value of S² is 2.01. For the molar mass, the calculation gives 221.9 g/mol. Its net charge is -1. The calculation puts the HOMO-LUMO gap (alpha / beta) at 6.31 / 6.03 eV. The spin multiplicity is 3. The HOMO energy (alpha / beta) comes out at -3.159 / -5.083 eV. The total energy comes out at -25055.9827 eV.